--- w ---
Density functional theory data (ωB97M-V/def2-TZVPD) for the ion H4N2O2P with charge -1.

Each line ends with the natural charge from an NBO analysis.
Geometry (Å):
1 N -1.03 1.16 -0.19  -1.195
2 H -0.87 -1.42 0.97  0.364
3 O 1.47 0.44 0.85  -1.197
4 H 0.74 -1.62 0.92  0.372
5 H -1.38 1.28 -1.18  0.360
6 H -0.37 1.83 0.08  0.352
7 P 0.52 -0.02 -0.20  2.307
8 O 1.03 -0.11 -1.60  -1.176
9 N -0.12 -1.55 0.33  -1.187

Properties
HOMO energy = -0.171 Ha
Molar mass = 95.0 g mol⁻¹
Net charge = -1
SMILES = NP(N)(=O)[O-]
Gap between HOMO and LUMO = 9.29 eV

***

--- x ---
Density functional theory data (ωB97M-V/def2-TZVPD) for the ion H4N2O2P with charge -1.

Each line ends with the natural charge from an NBO analysis.
Geometry (Å):
1 H 0.56 -1.61 0.28  0.331
2 P -0.52 0.79 0.62  2.123
3 H -0.21 -1.37 -1.10  0.333
4 H 0.21 0.54 1.71  -0.234
5 O -0.82 2.22 0.41  -1.176
6 N 0.75 -1.24 -0.61  -0.683
7 O -1.62 -0.12 0.34  -1.202
8 H 0.82 0.58 -1.28  0.342
9 N 0.82 0.21 -0.36  -0.835

Properties
HOMO energy = -0.161 Ha
Molar mass = 95.0 g mol⁻¹
Net charge = -1
SMILES = NN[P@H](=O)[O-]
Gap between HOMO and LUMO = 9.16 eV

***

Top of the stability list: w, leading by 0.0549 hartree.

***

--- w ---
Density functional theory data (ωB97M-V/def2-TZVPD) for a structure of composition C26H27IrN4OPS2Te.

Each line ends with the Löwdin spin population.
Geometry (Å):
1 C 1.62 2.64 2.37  -0.060
2 C 2.82 3.63 -3.48  0.006
3 C 1.47 1.87 -2.56  0.008
4 C 3.78 -0.32 -1.35  0.006
5 C 0.51 4.04 -2.96  0.003
6 H -0.21 -4.87 -1.04  0.000
7 H -4.01 -0.78 2.35  0.000
8 H -3.20 -1.47 -3.54  0.000
9 C 2.69 2.32 -3.05  -0.001
10 C 2.68 2.33 3.26  -0.006
11 C 1.12 1.63 1.51  0.092
12 C 0.35 -0.47 -4.72  0.000
13 C 0.04 -0.45 -3.36  -0.001
14 P 1.18 0.15 -2.10  0.008
15 H -2.31 0.03 -1.42  0.000
16 C -0.60 -0.87 -5.64  0.000
17 H 1.51 -5.27 -1.21  0.000
18 H 6.09 -2.67 -2.11  0.000
19 H 0.76 -5.26 0.39  0.000
20 H 1.33 -0.16 -5.06  0.000
21 H 5.78 -0.68 -0.68  0.000
22 H 3.55 1.65 -3.10  0.000
23 C -1.24 -0.79 -2.96  0.000
24 N 0.62 5.00 2.27  -0.029
25 N -1.60 -0.69 -1.53  -0.003
26 H -0.26 0.18 3.89  0.002
27 C 5.15 -2.14 -2.13  0.001
28 C -1.87 -1.25 -5.21  0.000
29 C 2.92 -1.88 -2.99  0.003
30 H 2.67 -2.05 -0.10  0.001
31 H -1.47 1.21 3.05  0.005
32 C -1.26 0.23 3.48  0.010
33 C 1.74 4.49 -3.43  0.002
34 C 4.12 -2.56 -2.96  0.001
35 C -3.41 -0.71 1.44  -0.001
36 H -0.34 4.71 -2.94  0.000
37 H 3.78 3.98 -3.86  0.000
38 H 1.85 5.51 -3.77  0.000
39 C 0.77 -4.77 -0.59  0.000
40 H 3.07 -3.72 -0.08  0.000
41 H -0.60 2.39 -2.18  0.001
42 H 4.26 -3.43 -3.59  0.000
43 H -0.36 -0.89 -6.69  0.000
44 H -3.43 0.31 1.07  0.000
45 Ir 0.03 -0.36 -0.15  0.260
46 O 0.19 -2.47 -0.49  0.005
47 H 2.12 -2.23 -3.63  0.000
48 Te -1.43 -1.26 1.97  0.011
49 N 2.36 -3.01 -0.13  0.002
50 C 1.10 -3.33 -0.41  0.001
51 C 1.07 3.94 2.34  -0.006
52 C 4.98 -1.02 -1.32  0.002
53 C -2.20 -1.20 -3.87  0.000
54 C 0.37 2.74 -2.53  0.012
55 S 1.71 0.03 1.42  0.370
56 H -1.98 -0.02 4.25  0.000
57 C 2.74 -0.75 -2.20  0.003
58 H 3.65 0.56 -0.73  0.005
59 S -0.17 1.84 0.44  0.319
60 H -2.62 -1.56 -5.94  0.000
61 H -3.80 -1.41 0.71  0.000
62 H -2.04 -1.57 -1.26  0.000
63 N 3.52 2.07 4.00  -0.030

Properties
HOMO energy (alpha / beta) = -0.503 / -0.490 Ha
Molar mass = 826.5 g mol⁻¹
Net charge = +2
<S²> = 0.791
Gap between HOMO and LUMO (alpha / beta) = 7.44 / 3.74 eV
Spin multiplicity = 2

***

--- x ---
Density functional theory data (ωB97M-V/def2-TZVPD) for a structure of composition C26H27IrN4OPS2Te.

Each line ends with the Löwdin spin population.
Geometry (Å):
1 N 5.30 -3.45 1.00  0.000
2 C 0.53 2.02 -2.15  0.000
3 H 3.58 5.80 2.17  0.000
4 H 2.15 -4.48 0.42  0.000
5 Te -3.09 -2.55 0.11  0.752
6 H 1.13 6.07 1.99  0.000
7 S 2.70 -1.06 -0.19  0.000
8 H 1.07 -4.22 2.78  0.000
9 P 0.55 1.82 -0.37  0.000
10 C 1.48 3.07 0.46  0.000
11 C 3.61 3.90 1.18  0.000
12 H -0.68 1.53 2.24  0.000
13 H 0.74 -5.53 0.48  0.001
14 N 0.17 -0.42 -2.17  0.000
15 H 0.12 -2.78 2.89  0.000
16 H -3.45 -4.70 -1.39  0.010
17 H -0.70 -0.88 -2.44  0.001
18 H -0.23 4.32 0.90  0.000
19 N 0.46 -3.55 2.33  0.001
20 C -3.55 1.55 -0.35  0.002
21 C 2.70 -1.24 1.54  0.000
22 H 0.93 -4.36 -0.85  0.000
23 H -5.66 -3.14 -0.26  0.019
24 C -2.78 1.30 1.93  0.000
25 H -5.48 -2.23 1.27  0.000
26 C -3.81 1.33 1.00  0.000
27 H -2.99 1.15 2.98  0.000
28 C 3.27 -2.28 3.62  0.000
29 C 0.35 2.13 -4.91  0.000
30 Ir 0.55 -0.31 -0.02  0.000
31 H 0.28 2.17 -5.99  0.000
32 C 0.28 0.86 -2.88  0.000
33 H 0.00 0.01 -4.83  0.000
34 C 0.36 -3.49 1.01  0.006
35 S 1.32 -0.38 2.18  0.000
36 C 3.55 -2.03 2.25  0.000
37 H -2.69 -5.17 0.15  0.012
38 H 3.34 2.01 0.18  0.000
39 C 0.85 4.21 0.98  0.000
40 C 2.86 2.91 0.56  0.000
41 C -5.08 -3.03 0.66  0.075
42 H -4.36 1.60 -1.06  0.000
43 C -2.24 1.73 -0.78  0.003
44 C 1.61 5.19 1.59  0.000
45 H 0.91 -1.03 -2.52  0.000
46 H -1.69 -4.42 -1.13  0.000
47 H -4.84 1.21 1.33  0.000
48 C 0.61 3.29 -4.18  0.000
49 C 4.55 -2.79 1.57  0.000
50 H -2.04 1.93 -1.82  0.000
51 C 0.70 3.23 -2.80  0.000
52 H -5.08 -3.97 1.21  0.006
53 N 2.90 -2.51 4.69  0.000
54 O -0.35 -2.60 0.46  0.047
55 C -1.47 1.49 1.51  0.001
56 H 0.92 4.13 -2.23  0.000
57 C 1.08 -4.53 0.21  0.001
58 C -2.67 -4.46 -0.67  0.063
59 H 4.68 3.78 1.27  0.000
60 C 0.19 0.91 -4.26  0.000
61 C 2.99 5.03 1.69  0.000
62 C -1.19 1.72 0.15  0.000
63 H 0.75 4.23 -4.70  0.000

Properties
HOMO energy (alpha / beta) = -0.485 / -0.485 Ha
Molar mass = 826.5 g mol⁻¹
Net charge = +2
<S²> = 0.754
Gap between HOMO and LUMO (alpha / beta) = 6.81 / 4.18 eV
Spin multiplicity = 2

***

Top of the stability list: w, leading by 0.0352 hartree.

***

--- w ---
Density functional theory data (ωB97M-V/def2-TZVPD) for the molecule C8H8S.

Each line ends with the natural charge from an NBO analysis.
Geometry (Å):
1 C -0.78 -2.43 -0.01  -0.417
2 H 3.64 1.61 -0.32  0.231
3 C 2.72 1.09 -0.15  -0.438
4 C 1.49 1.69 0.15  -0.299
5 H -0.18 -3.28 -0.30  0.205
6 C 1.14 -0.80 0.17  -0.358
7 H -1.61 0.42 -1.44  0.214
8 C -1.93 0.58 -0.41  -0.600
9 H -2.12 1.64 -0.27  0.211
10 H 1.41 2.76 0.19  0.234
11 C 0.49 0.81 0.40  0.054
12 H -1.22 0.18 1.59  0.219
13 S 2.74 -0.63 -0.24  0.587
14 C -0.23 -1.25 0.24  0.003
15 H -1.85 -2.58 0.05  0.201
16 C -0.85 0.12 0.56  -0.257
17 H -2.85 0.03 -0.23  0.210

Properties
HOMO energy = -0.273 Ha
Molar mass = 136.2 g mol⁻¹
SMILES = C=C1c2sccc2[C@H]1C
Gap between HOMO and LUMO = 7.63 eV

***

--- x ---
Density functional theory data (ωB97M-V/def2-TZVPD) for the molecule C8H8S.

Each line ends with the natural charge from an NBO analysis.
Geometry (Å):
1 C 1.17 -0.42 1.56  -0.642
2 S -2.07 0.28 -2.49  0.243
3 C -1.59 -0.49 -1.01  -0.175
4 C -0.71 1.60 -2.31  -0.489
5 C -1.97 -1.47 -0.17  -0.296
6 C 0.09 1.18 -1.16  -0.130
7 H -0.97 -2.10 1.83  0.218
8 H -0.28 1.46 -3.34  0.244
9 C -0.26 0.06 -0.51  -0.054
10 H 1.83 -1.16 1.86  0.223
11 H 1.86 0.42 1.29  0.217
12 C -1.00 -1.54 0.92  -0.156
13 H 0.97 1.83 -1.10  0.223
14 H -1.22 2.45 -2.18  0.224
15 H -2.92 -2.07 -0.28  0.226
16 H 0.94 0.05 2.61  0.211
17 C 0.01 -0.66 0.68  -0.086

Properties
HOMO energy = -0.274 Ha
Molar mass = 136.2 g mol⁻¹
SMILES = CC1=CC=C2SCC=C12
Gap between HOMO and LUMO = 7.55 eV

***

Top of the stability list: x, leading by 0.0641 hartree.